No. 1
{"formula": "C9H14O", "method": "ωB97M-V/def2-TZVPD", "symbols": ["C", "C", "C", "C", "C", "C", "C", "O", "H", "H", "H", "H", "H", "H", "H", "H", "C", "C", "H", "H", "H", "H", "H", "H"], "xyz": [[2.938, 0.804, -0.761], [2.302, -2.460, 1.226], [0.842, -2.499, 1.236], [3.017, -1.471, 0.606], [2.327, -0.443, -0.076], [0.210, -1.544, 0.553], [0.879, -0.446, 0.037], [0.411, -3.689, 1.749], [2.989, -3.276, 1.751], [4.135, -1.466, 0.584], [-0.880, -1.648, 0.497], [-0.481, -4.038, 1.996], [4.016, 0.734, -1.174], [3.086, 1.634, -0.030], [0.541, 0.419, -0.567], [2.050, 1.377, -1.300], [-3.336, 2.497, -1.428], [-3.872, 1.949, -0.163], [-2.592, 1.823, -2.096], [-4.002, 2.709, -2.191], [-2.615, 3.295, -1.174], [-4.818, 1.363, -0.126], [-3.103, 1.502, 0.341], [-4.045, 2.875, 0.510]], "forces_ev_per_a": [[-0.8303, 0.6734, 0.3861], [2.5147, -1.4904, 1.3720], [2.6502, -4.5533, 1.3886], [0.8057, 0.1688, -0.5959], [0.1152, 1.5942, 0.6393], [-3.4570, 2.9574, -1.0954], [1.2323, -0.2228, -1.4434], [0.6849, 1.1640, -0.0969], [-2.1917, 1.6035, -1.0206], [-1.1834, -0.2185, 0.1598], [0.3182, 0.4545, -0.1592], [0.3874, 1.4543, -0.7893], [-2.2118, -0.2482, -0.0378], [0.0008, -0.8108, 0.4931], [-1.1812, -0.9778, 0.8538], [2.3235, -1.5374, -0.0636], [4.0645, -1.5347, -1.6428], [-2.4631, 2.4328, 1.2311], [-1.5116, 0.5330, 1.8278], [-1.6571, 1.2626, -1.0474], [-0.8066, 0.2087, -0.4120], [0.8829, 0.2651, -0.4453], [1.7494, -1.7958, 1.4185], [-0.2359, -1.3827, -0.9204]], "mulliken_spin": [0.005, 0.158, 0.235, -0.021, 0.250, 0.006, 0.150, 0.149, -0.007, 0.001, 0.001, -0.005, 0.010, 0.049, 0.010, 0.008, 0.000, 0.000, 0.000, 0.000, 0.000, 0.000, 0.000, 0.000], "spin_multiplicity": 2, "energy_ev": -11596.873, "e_homo_ev": [-13.11, -13.11], "relative_energy_kcal_mol": 62.1, "s2": 0.77, "total_charge": 1, "max_force_ha_per_bohr": 0.10595}

---

No. 2
{"formula": "C19H23N3O4", "method": "ωB97M-V/def2-TZVPD", "symbols": ["C", "C", "C", "C", "N", "C", "O", "C", "O", "N", "C", "C", "O", "N", "C", "C", "C", "C", "C", "C", "C", "C", "C", "C", "C", "O", "H", "H", "H", "H", "H", "H", "H", "H", "H", "H", "H", "H", "H", "H", "H", "H", "H", "H", "H", "H", "H", "H", "H"], "xyz": [[-4.929, -1.798, -1.060], [-3.635, -1.137, -0.591], [-2.811, -2.105, 0.253], [-3.979, 0.128, 0.206], [-2.801, 0.907, 0.533], [-2.120, 0.849, 1.721], [-2.399, 0.193, 2.685], [-0.945, 1.817, 1.537], [-0.039, 2.049, 2.299], [-1.120, 2.362, 0.297], [-0.263, 3.354, -0.322], [0.991, 2.702, -0.944], [1.250, 2.800, -2.121], [1.726, 2.032, -0.043], [2.795, 1.115, -0.404], [3.974, 1.308, 0.547], [4.924, 0.122, 0.456], [4.214, -1.125, 0.968], [2.911, -1.346, 0.254], [2.343, -2.616, 0.235], [1.157, -2.861, -0.427], [0.522, -1.830, -1.099], [1.071, -0.563, -1.077], [2.256, -0.304, -0.396], [-2.240, 1.822, -0.344], [-2.645, 2.118, -1.428], [-4.706, -2.690, -1.638], [-5.537, -2.086, -0.206], [-5.505, -1.120, -1.684], [-3.054, -0.835, -1.469], [-3.354, -2.377, 1.155], [-2.604, -3.011, -0.310], [-1.859, -1.667, 0.547], [-4.458, -0.139, 1.151], [-4.643, 0.769, -0.379], [-0.832, 3.841, -1.116], [0.035, 4.081, 0.438], [1.446, 2.025, 0.929], [3.086, 1.372, -1.430], [3.597, 1.386, 1.571], [4.488, 2.240, 0.305], [5.227, -0.026, -0.583], [5.821, 0.312, 1.047], [4.016, -1.014, 2.040], [4.850, -2.005, 0.846], [2.850, -3.422, 0.747], [0.734, -3.855, -0.432], [-0.390, -2.013, -1.647], [0.582, 0.239, -1.613]], "forces_ev_per_a": [[0.2520, 0.1957, -0.0279], [-0.1403, -0.0576, 0.1987], [-0.0141, 0.2203, -0.1538], [-0.0915, -0.2224, -0.3214], [-0.1395, -0.0685, -0.0198], [-0.2392, -0.2685, 0.3006], [0.1845, 0.1386, -0.0863], [0.4507, 0.2158, 0.2095], [-0.2573, -0.0939, 0.0285], [0.0204, 0.1144, -0.0645], [0.2336, 0.0956, -0.3125], [-0.4271, 0.4029, 0.4305], [-0.0087, -0.0094, -0.4612], [0.3884, -0.1521, 0.2525], [0.1059, 0.1263, -0.0789], [0.0842, -0.1068, -0.3090], [-0.1001, 0.0195, 0.2843], [0.1835, 0.0807, -0.0477], [-0.0348, -0.0168, -0.0392], [-0.0952, -0.0394, -0.0270], [0.0480, -0.1166, 0.0451], [-0.0490, 0.0904, -0.0600], [-0.0668, -0.0689, -0.0207], [0.0673, -0.0846, -0.0182], [-0.0073, 0.0193, 0.1039], [-0.0476, 0.0144, -0.2142], [-0.0306, -0.1079, -0.0513], [-0.1165, -0.0684, 0.1052], [-0.1298, 0.0395, -0.0811], [-0.0254, 0.0377, 0.0196], [-0.0602, -0.0556, 0.1297], [0.0660, -0.1149, -0.0454], [0.0966, -0.0437, 0.0639], [-0.0124, 0.0511, -0.0585], [0.0198, -0.0342, 0.1171], [0.1363, -0.0641, 0.1358], [-0.0711, -0.0472, -0.0413], [-0.1257, 0.0818, -0.0784], [0.0059, -0.0192, 0.1908], [0.0022, 0.0369, 0.0769], [-0.0855, 0.0491, 0.0447], [0.0791, -0.0060, -0.0487], [0.0363, -0.0057, -0.0697], [0.0786, -0.0191, 0.0226], [-0.0382, -0.0144, 0.0569], [0.0595, -0.0900, 0.0569], [-0.0309, -0.0978, 0.0003], [-0.1031, -0.0196, -0.0484], [-0.0507, 0.0832, -0.0888]], "mulliken_charge": [-1.742, 1.070, -1.410, -1.385, 0.245, 0.401, -0.574, 0.595, -0.658, 0.163, -1.038, 0.635, -0.653, 0.024, -0.322, -0.814, -0.946, -1.102, 0.869, -0.724, -0.836, -0.778, -0.513, 0.392, 0.548, -0.592, 0.415, 0.363, 0.420, 0.240, 0.401, 0.474, 0.200, 0.440, 0.408, 0.442, 0.355, 0.402, 0.387, 0.331, 0.312, 0.351, 0.442, 0.354, 0.436, 0.434, 0.411, 0.578, 0.548], "smiles": "CC(C)CN1C(=O)C(=O)N(CC(=O)N[C@H]2CCCc3ccccc32)C1=O", "energy_ev": -32739.448, "e_homo_ev": -9.12, "relative_energy_kcal_mol": 8.1, "total_charge": 0, "max_force_ha_per_bohr": 0.01416}